{"formula": "CH4NO2P", "method": "the ωB97M-V functional and the def2-TZVPD basis", "symbols": ["C", "P", "O", "N", "O", "H", "H", "H", "H"], "positions_angstrom": [[-1.3763, -0.9416, -0.4758], [-0.3866, 0.2032, 0.4230], [1.1019, -0.4638, 0.0887], [2.2405, 0.1101, -0.4694], [2.7416, 1.1110, -0.0229], [-1.6103, -0.6150, -1.4959], [-2.2764, -1.2282, 0.0916], [-0.0705, 1.5526, 0.1114], [-0.3639, 0.2716, 1.7494]], "energy_ev": -15970.1941, "smiles": "C=[PH2]ON=O", "largest_force_ha_per_bohr": 0.0765, "relative_energy_kcal_mol": 145.04, "orbital_gap_ev": 7.92, "homo_ev": -8.32, "e_lumo_ev": -0.40, "multiplicity": 1}

{"formula": "CH4NO2S", "method": "the ωB97M-V functional and the def2-TZVPD basis", "symbols": ["C", "S", "N", "O", "O", "H", "H", "H", "H"], "positions_angstrom": [[-0.7963, 0.7148, 0.0960], [0.7383, -0.3718, -0.3882], [0.2377, -1.7886, 0.0458], [1.8010, 0.2277, 0.4278], [0.9855, -0.0273, -1.7779], [-0.5801, 1.2581, 1.0597], [-0.8003, 1.6512, -0.5384], [-1.6367, 0.2149, 0.0523], [0.0508, -1.8790, 1.0228]], "total_charge": -1, "energy_ev": -17521.8744, "smiles": "C[S@](=N)(=O)[O-]", "largest_force_ha_per_bohr": 0.1459, "relative_energy_kcal_mol": 72.71, "orbital_gap_ev": 8.34, "homo_ev": -4.07, "e_lumo_ev": 4.27, "multiplicity": 1}

{"formula": "CH4NO2Si", "method": "the ωB97M-V functional and the def2-TZVPD basis", "symbols": ["C", "N", "O", "O", "Si", "H", "H", "H", "H"], "positions_angstrom": [[1.5274, 0.6173, 1.6254], [-0.7321, -0.8167, -1.4094], [1.4268, 0.4484, 0.3900], [0.7675, 0.2645, 2.5074], [-2.1044, -0.4461, -0.4365], [0.2862, -0.7003, -1.0275], [-0.6965, -0.7114, -2.3906], [2.4805, 1.1614, 2.0976], [-2.9554, 0.1829, -1.3565]], "total_charge": -1, "energy_ev": -14564.7782, "largest_force_ha_per_bohr": 0.0658, "relative_energy_kcal_mol": 40.33, "orbital_gap_ev": 7.63, "homo_ev": -3.99, "e_lumo_ev": 3.65, "multiplicity": 1}

{"formula": "CH4NO3", "method": "the ωB97M-V functional and the def2-TZVPD basis", "symbols": ["N", "C", "O", "O", "O", "H", "H", "H", "H"], "positions_angstrom": [[0.9054, 0.5804, 0.0069], [-0.4303, -0.0659, 0.1016], [-0.2199, -1.3449, 0.2685], [-1.3280, 0.4149, -0.8072], [-1.4887, 0.5547, 0.6525], [1.4098, -0.1793, -0.5696], [1.1674, 0.6038, 0.9716], [0.7894, 1.4522, -0.4736], [-0.8052, -2.0160, -0.1508]], "total_charge": 1, "energy_ev": -8723.1987, "smiles": "[NH3+]C1(O)OO1", "largest_force_ha_per_bohr": 0.0600, "relative_energy_kcal_mol": 19.79, "orbital_gap_ev": 12.16, "homo_ev": -16.48, "e_lumo_ev": -4.32, "multiplicity": 1}

{"formula": "CH4NO3P", "method": "the ωB97M-V functional and the def2-TZVPD basis", "symbols": ["N", "O", "P", "O", "H", "H", "C", "O", "H", "H"], "positions_angstrom": [[-0.7498, -2.3785, 2.4042], [0.1069, -1.2799, 2.4801], [1.2444, -0.7570, 1.3986], [1.9020, 0.1657, 2.3193], [-1.0818, -2.4701, 3.3414], [-1.5379, -2.1171, 1.8462], [0.5312, 2.4614, 1.9968], [-0.5081, 2.1391, 1.5148], [1.4030, 2.6680, 1.3977], [0.8662, 2.5585, 3.0815]], "energy_ev": -18021.0320, "smiles": "NOP=O.C=O", "largest_force_ha_per_bohr": 0.0400, "relative_energy_kcal_mol": 87.30, "orbital_gap_ev": 9.44, "homo_ev": -9.86, "e_lumo_ev": -0.42, "multiplicity": 1}

{"formula": "CH4NOP", "method": "the ωB97M-V functional and the def2-TZVPD basis", "symbols": ["N", "C", "P", "O", "H", "H", "H", "H"], "positions_angstrom": [[-0.9004, -0.4899, -0.3780], [-0.2505, 0.6302, 0.2872], [1.5830, 0.5062, 0.2415], [1.8079, -0.6605, -0.5956], [-0.6946, -1.3403, 0.2604], [-0.4964, -0.6701, -1.2822], [-0.5787, 1.6260, 0.1379], [-0.4701, 0.3983, 1.3287]], "energy_ev": -13927.3136, "smiles": "NCP=O", "largest_force_ha_per_bohr": 0.0515, "relative_energy_kcal_mol": 28.13, "orbital_gap_ev": 8.41, "homo_ev": -8.87, "e_lumo_ev": -0.47, "multiplicity": 1}

{"formula": "CH4NOP", "method": "the ωB97M-V functional and the def2-TZVPD basis", "symbols": ["C", "N", "P", "O", "H", "H", "H", "H"], "positions_angstrom": [[-1.5632, -0.5348, -0.2754], [-0.6919, 0.2846, 0.1539], [1.2667, 0.2051, 0.1717], [2.6160, -0.4437, 0.0587], [-1.3692, -1.5219, -0.5920], [-2.6184, -0.0717, -0.2049], [1.0904, 1.1561, -0.7704], [1.2696, 0.9262, 1.4583]], "energy_ev": -13926.1572, "smiles": "C=N[PH2]=O", "largest_force_ha_per_bohr": 0.0655, "relative_energy_kcal_mol": 54.79, "orbital_gap_ev": 9.87, "homo_ev": -9.98, "e_lumo_ev": -0.11, "multiplicity": 1}

{"formula": "CH4NOP", "method": "the ωB97M-V functional and the def2-TZVPD basis", "symbols": ["C", "N", "O", "P", "H", "H", "H", "H"], "positions_angstrom": [[-0.7398, 0.2109, 0.5425], [-2.0539, -0.4018, 0.5014], [-2.7768, -0.1654, -0.4540], [0.4039, -1.2075, 0.0351], [-0.3798, 0.4104, 1.5071], [-0.4757, 0.8665, -0.2572], [1.2799, -0.0796, 0.0254], [-0.2139, -0.9483, -1.2698]], "energy_ev": -13923.3265, "largest_force_ha_per_bohr": 0.0524, "relative_energy_kcal_mol": 28.04, "orbital_gap_ev": [8.79, 9.26], "homo_ev": [-8.02, -10.34], "s2": 2.01, "e_lumo_ev": [0.77, -1.08], "multiplicity": 3}

{"formula": "CH4NOPS", "method": "the ωB97M-V functional and the def2-TZVPD basis", "symbols": ["C", "N", "O", "P", "S", "H", "H", "H", "H"], "positions_angstrom": [[1.3891, 0.2732, -0.3026], [-1.4339, 0.4992, -0.5660], [-1.3341, -1.9737, 0.0356], [-0.4812, -0.7382, 0.1909], [-2.5795, 1.2281, 0.2017], [2.0907, -0.3607, -0.7170], [1.0728, 1.0875, -1.0117], [1.6670, 0.5635, 0.6459], [-0.3909, -0.5787, 1.5231]], "energy_ev": -24760.7596, "largest_force_ha_per_bohr": 0.0942, "relative_energy_kcal_mol": 0.00, "orbital_gap_ev": [9.12, 8.39], "homo_ev": [-8.78, -10.25], "s2": 2.01, "e_lumo_ev": [0.35, -1.86], "multiplicity": 3}

{"formula": "CH4O", "method": "the ωB97M-V functional and the def2-TZVPD basis", "symbols": ["C", "O", "H", "H", "H", "H"], "positions_angstrom": [[0.1679, -0.2439, -0.1785], [-1.0892, -0.0166, -0.2037], [0.8710, 0.4596, -0.7293], [0.4872, -1.2686, -0.4153], [0.7874, 0.2183, 1.3027], [-1.2242, 0.8513, 0.2240]], "energy_ev": -3146.4335, "largest_force_ha_per_bohr": 0.1523, "relative_energy_kcal_mol": 54.87, "orbital_gap_ev": 10.07, "homo_ev": -9.32, "e_lumo_ev": 0.75, "multiplicity": 1}

{"formula": "CH4O", "method": "the ωB97M-V functional and the def2-TZVPD basis", "symbols": ["C", "O", "H", "H", "H", "H"], "positions_angstrom": [[0.2053, 0.1530, -0.0580], [-0.2098, -1.1027, 0.0373], [1.2914, 0.3469, 0.3464], [-0.2742, 0.9185, 0.6150], [0.0492, 0.7079, -1.0347], [-1.0618, -1.0236, 0.0941]], "energy_ev": -3147.9161, "smiles": "CO", "largest_force_ha_per_bohr": 0.1527, "relative_energy_kcal_mol": 20.68, "orbital_gap_ev": 11.46, "homo_ev": -10.45, "e_lumo_ev": 1.01, "multiplicity": 1}

{"formula": "CH4O2P", "method": "the ωB97M-V functional and the def2-TZVPD basis", "symbols": ["C", "P", "O", "O", "H", "H", "H", "H"], "positions_angstrom": [[-0.1550, 0.1562, -0.3691], [0.5559, 0.8557, 1.1636], [-0.5575, 1.8424, 1.8367], [1.9282, 1.4697, 0.8677], [-0.2482, 1.1631, -0.8459], [0.6110, -0.5009, -0.9257], [-0.9565, -0.5551, -0.2358], [0.7561, -0.4373, 1.7503]], "total_charge": -1, "energy_ev": -14487.7552, "smiles": "C[P@H](=O)[O-]", "largest_force_ha_per_bohr": 0.0986, "relative_energy_kcal_mol": 9.10, "orbital_gap_ev": 8.98, "homo_ev": -4.35, "e_lumo_ev": 4.63, "multiplicity": 1}

{"formula": "CH4O2PS", "method": "the ωB97M-V functional and the def2-TZVPD basis", "symbols": ["C", "O", "O", "P", "S", "H", "H", "H", "H"], "positions_angstrom": [[1.3650, 0.2930, 0.3884], [-1.7557, -0.5825, 1.4216], [-0.8598, -1.2201, -0.9866], [-1.0585, -0.0181, 0.2031], [-2.0235, 1.5598, -0.4686], [1.8330, -0.6693, 0.0109], [1.6697, 1.1913, -0.1931], [1.5441, 0.3481, 1.4878], [-0.7143, -0.9022, -1.8635]], "total_charge": -1, "energy_ev": -25323.2563, "largest_force_ha_per_bohr": 0.0438, "relative_energy_kcal_mol": 46.85, "orbital_gap_ev": 7.85, "homo_ev": -4.03, "e_lumo_ev": 3.82, "multiplicity": 1}

{"formula": "CH4O2S", "method": "the ωB97M-V functional and the def2-TZVPD basis", "symbols": ["C", "O", "O", "S", "H", "H", "H", "H"], "positions_angstrom": [[0.9023, 0.5698, -0.0939], [-1.1025, -1.2027, 0.7423], [-1.7432, 0.7780, -0.5342], [-0.7479, -0.2811, -0.5173], [1.5493, 0.1952, 0.7431], [0.7360, 1.6698, -0.0488], [1.4860, 0.4461, -1.0034], [-1.0799, -2.1750, 0.7122]], "energy_ev": -16030.6722, "largest_force_ha_per_bohr": 0.0375, "relative_energy_kcal_mol": 32.35, "orbital_gap_ev": 9.68, "homo_ev": -9.17, "e_lumo_ev": 0.50, "multiplicity": 1}

{"formula": "CH4O2S2", "method": "the ωB97M-V functional and the def2-TZVPD basis", "symbols": ["C", "O", "S", "O", "S", "H", "H", "H", "H"], "positions_angstrom": [[-0.2631, 0.9001, -0.3054], [0.1406, -0.4062, 0.1098], [1.6607, -0.7133, -0.3680], [1.9892, -2.0883, -0.2759], [2.9597, 0.6572, 0.5999], [0.1775, 1.2273, -1.3311], [0.3163, 1.4605, 0.3899], [-1.3224, 1.1178, -0.2062], [1.3849, -0.1591, -1.6626]], "energy_ev": -26864.4310, "smiles": "CO[S@H](=O)=S", "largest_force_ha_per_bohr": 0.0870, "relative_energy_kcal_mol": 62.61, "orbital_gap_ev": 9.35, "homo_ev": -9.37, "e_lumo_ev": -0.01, "multiplicity": 1}

{"formula": "CH4O3P4", "method": "the ωB97M-V functional and the def2-TZVPD basis", "symbols": ["C", "O", "O", "O", "P", "P", "P", "P", "H", "H", "H", "H"], "positions_angstrom": [[-4.0724, 1.9519, -0.3932], [-6.1214, -1.2499, 0.7353], [-3.6186, -0.9645, 0.7725], [-4.8010, -1.1604, -1.4905], [-5.4902, 1.8866, 0.2836], [6.2523, 0.2096, -0.1587], [6.1232, -1.6463, 0.8552], [-4.8730, -1.0536, -0.0183], [-3.1538, 2.1769, -0.8770], [7.5880, 0.7458, -0.0648], [5.9500, 1.1508, 0.8586], [6.2168, -2.0470, -0.5026]], "total_charge": -2, "energy_ev": -44399.4904, "largest_force_ha_per_bohr": 0.0626, "relative_energy_kcal_mol": 35.47, "orbital_gap_ev": [5.34, 5.34], "homo_ev": [-0.35, -0.35], "e_lumo_ev": [4.99, 4.99], "multiplicity": 1}

{"formula": "CH4O3S", "method": "the ωB97M-V functional and the def2-TZVPD basis", "symbols": ["O", "C", "O", "O", "H", "H", "S", "H", "H"], "positions_angstrom": [[0.5588, 0.7258, 0.9478], [1.1541, 0.2486, 0.0461], [0.6914, -0.7986, -0.6065], [2.3086, 0.6837, -0.4558], [-0.1890, -0.9439, -0.4921], [2.6158, 0.1683, -1.2780], [-2.1641, -0.2934, 0.0191], [-2.9863, -0.5418, 1.0484], [-1.9893, 0.7513, 0.7710]], "energy_ev": -18079.4586, "smiles": "O=C(O)O.S", "largest_force_ha_per_bohr": 0.1074, "relative_energy_kcal_mol": 8.96, "orbital_gap_ev": 10.56, "homo_ev": -10.06, "e_lumo_ev": 0.50, "multiplicity": 1}

{"formula": "CH4O3S", "method": "the ωB97M-V functional and the def2-TZVPD basis", "symbols": ["C", "S", "O", "O", "O", "H", "H", "H", "H"], "positions_angstrom": [[0.7053, -0.8575, -0.0108], [-0.7153, 0.2317, -0.2446], [-0.3865, 1.2047, -1.2761], [-1.7836, -0.6889, -0.5765], [-0.5306, 1.2569, 1.2312], [0.7863, -1.6102, -0.8772], [0.7189, -1.5426, 0.9116], [1.5140, -0.1815, 0.0712], [-0.3085, 2.1874, 0.7711]], "energy_ev": -18077.7912, "smiles": "CS(=O)(=O)O", "largest_force_ha_per_bohr": 0.0690, "relative_energy_kcal_mol": 47.41, "orbital_gap_ev": 11.50, "homo_ev": -11.47, "e_lumo_ev": 0.03, "multiplicity": 1}

{"formula": "CH4O4P", "method": "the ωB97M-V functional and the def2-TZVPD basis", "symbols": ["C", "O", "O", "O", "O", "P", "H", "H", "H", "H"], "positions_angstrom": [[-0.4020, 1.2727, -0.9961], [0.1818, 1.3618, 1.7812], [1.1876, 3.2319, 0.2586], [0.1891, -1.2708, 1.5366], [1.1871, -1.2083, 0.5283], [0.3703, 1.9628, 0.3341], [-1.1241, 0.3984, -0.8368], [-0.0812, 1.6606, -1.9409], [0.7761, -0.4431, 0.0597], [-0.2387, -0.3927, 1.4210]], "total_charge": -1, "energy_ev": -18579.8761, "largest_force_ha_per_bohr": 0.0786, "relative_energy_kcal_mol": 74.85, "orbital_gap_ev": 8.77, "homo_ev": -4.62, "e_lumo_ev": 4.15, "multiplicity": 1}

{"formula": "CH4O4Si", "method": "the ωB97M-V functional and the def2-TZVPD basis", "symbols": ["C", "O", "O", "O", "O", "Si", "H", "H", "H", "H"], "positions_angstrom": [[-0.8793, -1.0216, -1.3958], [-1.9864, -1.4508, -1.4684], [1.3517, 1.2304, -0.2732], [-1.1019, 1.4403, 0.9355], [0.6347, -0.4424, 1.6118], [0.1408, 0.4296, 0.4049], [-0.0568, -1.0886, -2.1986], [2.2165, 0.9488, -0.4107], [-1.7993, 0.8543, 1.1900], [1.4800, -0.8999, 1.6045]], "energy_ev": -17171.1024, "largest_force_ha_per_bohr": 0.0852, "relative_energy_kcal_mol": 36.33, "orbital_gap_ev": 8.09, "homo_ev": -8.10, "e_lumo_ev": -0.01, "multiplicity": 1}